No. 1
ORCA calculation (wB97M-V/def2-TZVPD) on a molecular structure, C39H43Cl2MnN6O3Si.

Each line ends with the natural charge from an NBO analysis.
Geometry (Å):
1 Mn -0.62218 -1.37177 -0.06590  1.05
2 Cl -1.26229 -7.82943 2.21051  0.22
3 Cl 0.17556 -6.38469 4.52728  0.23
4 Si -0.86878 -2.10270 -3.43696  1.88
5 O 0.60858 -0.71453 3.54695  -0.46
6 O -2.77729 -4.45035 -1.49230  -0.44
7 O -0.73141 -1.59515 -1.81760  -0.94
8 N -0.27285 -2.20916 1.69427  -0.38
9 N 1.62224 -1.30726 -0.30444  -0.47
10 N -1.21314 -3.32128 -0.14671  -0.44
11 N -0.02870 -0.16101 1.33183  -0.43
12 N -2.66004 -1.26301 0.01350  -0.40
13 N -0.74349 0.72104 -0.76168  -0.41
14 C 0.51684 -1.14406 2.22259  0.53
15 C 2.16810 1.12778 2.94663  0.25
16 C 2.52083 -1.13203 0.69977  0.21
17 C -0.32329 3.02242 -0.23924  -0.22
18 C -1.37310 1.10671 -1.86226  0.06
19 C -0.35799 5.82851 -0.83982  -0.62
20 C 1.34732 1.72470 2.04608  -0.31
21 C -5.39505 -1.19296 -0.40304  -0.10
22 C -4.64920 -2.28884 -0.83026  -0.16
23 C -0.99867 3.45090 -1.39241  0.13
24 C 0.09726 -4.17746 3.10742  -0.27
25 C 3.25706 1.91693 3.64853  -0.13
26 C 4.32152 -0.80845 -0.84168  -0.10
27 C -4.74907 -0.15642 0.24703  -0.19
28 C -0.94698 -6.18881 2.04495  0.03
29 C -2.62527 -1.94958 -4.01159  -1.16
30 C 0.19677 -0.97489 -4.46360  -1.16
31 C -1.34145 -5.53616 0.92924  -0.32
32 C 2.00803 -1.32419 2.09318  -0.29
33 C -0.21716 -5.49303 3.16407  0.02
34 C 2.00878 -0.33461 3.30223  0.08
35 C -0.97678 -4.16243 0.80860  0.39
36 C 3.41520 -0.98971 -1.86776  -0.21
37 C 4.40271 1.02730 4.15733  -0.61
38 C -0.23171 1.67789 0.03480  0.19
39 C -0.85997 5.17805 -3.19971  -0.60
40 C 2.08951 -1.23158 -1.55874  0.08
41 C 0.37130 1.07283 1.23097  0.36
42 C -2.69940 5.22287 -1.48513  -0.59
43 C -3.37600 -0.22111 0.43179  0.08
44 C 3.84455 3.00420 2.74050  -0.60
45 C -0.27110 -3.84676 -3.57840  -1.17
46 C 3.85675 -0.88466 0.46285  -0.22
47 C -0.29925 -3.47019 1.94405  0.29
48 C -1.51698 2.44431 -2.20206  -0.16
49 C -3.29601 -2.28345 -0.59725  0.08
50 C -1.20702 4.91751 -1.72665  -0.11
51 C -2.44949 -3.47966 -0.89609  0.69
52 C 2.55660 2.57104 4.86697  -0.59
53 H -6.46427 -1.16189 -0.56548  0.27
54 H -5.09921 -3.14156 -1.32166  0.27
55 H 4.53112 -0.76737 1.30195  0.24
56 H -2.88971 6.27481 -1.69992  0.25
57 H 5.21184 1.66804 4.50408  0.26
58 H 5.36726 -0.61969 -1.04677  0.26
59 H 2.29384 -2.30763 2.46842  0.26
60 H -1.50393 4.62636 -3.88547  0.21
61 H -1.00694 -4.56292 -3.20842  0.26
62 H 4.11222 0.40771 5.00672  0.22
63 H 0.67206 -4.01554 -3.05007  0.24
64 H 1.24938 -1.27248 -4.46329  0.25
65 H 2.61744 -0.62245 4.14754  0.24
66 H -2.63842 -2.29591 -5.04994  0.28
67 H -2.98090 5.03524 -0.44627  0.21
68 H 3.31596 3.04469 5.49076  0.25
69 H -1.85305 -6.05361 0.13132  0.29
70 H 3.71760 -0.94197 -2.90481  0.26
71 H -2.83916 0.57663 0.92743  0.22
72 H -0.14401 -1.03975 -5.50082  0.28
73 H 1.84274 3.33069 4.54789  0.22
74 H -5.29324 0.70363 0.61195  0.26
75 H -2.99460 -0.91991 -4.01074  0.24
76 H 4.81742 0.38570 3.37391  0.20
77 H 4.27159 2.57674 1.82999  0.22
78 H -0.50636 6.86234 -1.14834  0.25
79 H 0.17959 4.92345 -3.41650  0.22
80 H 0.12058 3.73989 0.43639  0.25
81 H 1.50673 2.76857 1.81834  0.25
82 H 0.70904 5.60986 -0.93416  0.21
83 H -3.32638 -2.57606 -3.46103  0.24
84 H -0.09739 -4.07220 -4.63462  0.28
85 H -2.04429 2.68539 -3.11505  0.25
86 H -0.64559 5.76741 0.21263  0.21
87 H -0.99584 6.23750 -3.41497  0.24
88 H 1.36360 -1.34853 -2.34188  0.24
89 H 2.03191 1.83516 5.48093  0.22
90 H -1.78115 0.32435 -2.48636  0.23
91 H -3.34126 4.62579 -2.13602  0.21
92 H 4.64259 3.51745 3.27593  0.25
93 H 3.11526 3.76470 2.46095  0.21
94 H 0.56635 -3.68005 3.94484  0.27
95 H 0.14520 0.07377 -4.16205  0.24

Forces on atoms 1 to 2 (eV/Å):
Mn -0.37 0.43 -1.90
Cl -0.01 -0.09 0.04

Output
Electronic energy (eV): -120442.4607
Spin multiplicity: 2
Total charge: +3

No. 2
ORCA calculation (wB97M-V/def2-TZVPD) on a molecular structure, C22H19BrMoN7O2.

Each line ends with the natural charge from an NBO analysis.
Geometry (Å):
1 Mo 1.70594 -0.14865 -0.25277  1.41
2 Br 0.78051 -2.51790 -0.17482  0.32
3 O 1.82748 0.68188 1.36112  -0.54
4 O 2.34686 0.23538 3.80349  -0.69
5 N -0.26807 0.09275 0.33531  -0.27
6 N -0.39659 1.17050 1.13995  -0.38
7 N 1.85683 -0.26812 -2.42027  -0.50
8 N 2.23299 -0.17765 -5.20210  -0.26
9 N 4.70954 1.92365 -2.17691  -0.14
10 N 3.10633 1.27268 -0.77702  -0.59
11 N 4.98942 2.32310 -0.94537  -0.27
12 C -4.11357 -3.99451 -1.50643  -0.07
13 C -5.96147 -2.68817 -2.30354  -0.03
14 C -5.21679 -1.51510 -2.13831  -0.23
15 C 1.52496 1.21263 4.19434  0.40
16 C -1.31672 -0.68341 0.09058  0.07
17 C 0.89226 1.60100 1.72646  0.23
18 C 2.80657 0.51083 -3.02103  0.14
19 C -3.35041 -2.81159 -1.30133  -0.17
20 C -3.93675 -1.56536 -1.64436  -0.08
21 C 0.76647 1.90536 3.22077  -0.22
22 C -0.05943 2.94381 3.62312  -0.19
23 C 1.30015 -0.93138 -4.65260  0.04
24 C 1.10695 -0.99623 -3.27241  0.05
25 C -5.39950 -3.92532 -1.98845  -0.21
26 C 4.04484 1.93577 -0.09220  0.27
27 C -1.15911 -1.98853 -0.38269  -0.12
28 C 1.40752 1.58552 5.54814  -0.29
29 C -2.02628 -2.95967 -0.81759  -0.02
30 C 0.55076 2.59225 5.93157  -0.13
31 C 3.58048 1.27447 -2.07311  0.29
32 C -0.19043 3.27776 4.97019  -0.21
33 C 3.00237 0.53027 -4.40562  0.07
34 H -3.35409 -0.65863 -1.58077  0.20
35 H 2.83593 -0.13806 4.55606  0.51
36 H -3.67642 -4.95369 -1.26876  0.24
37 H 0.33248 -1.63902 -2.86874  0.22
38 H -2.31205 -0.37228 0.40532  0.27
39 H -0.60327 3.51300 2.88334  0.22
40 H 5.84861 2.83867 -0.76091  0.48
41 H -0.85283 4.07789 5.26555  0.25
42 H 3.77069 1.14357 -4.85938  0.26
43 H 4.02453 2.12439 0.97004  0.27
44 H -6.96824 -2.63989 -2.68978  0.26
45 H -5.65176 -0.57135 -2.42786  0.26
46 H 0.68202 -1.49977 -5.33258  0.25
47 H -1.64903 -3.97719 -0.79878  0.26
48 H 0.45413 2.85059 6.97512  0.25
49 H 1.15742 2.56280 1.22126  0.19
50 H -1.21124 1.20110 1.75377  0.42
51 H 2.00381 1.06712 6.28825  0.23
52 H -5.97484 -4.82726 -2.12726  0.26

Forces on atoms 1 to 2 (eV/Å):
Mo -0.88 -1.59 1.31
Br -1.08 0.12 -0.34

Output
Electronic energy (eV): -109516.0413
Total charge: +3

No. 3
ORCA calculation (wB97M-V/def2-TZVPD) on 2 unconnected molecules or ions with the total composition C7H8IP.

Each line ends with the natural charge from an NBO analysis.
Geometry (Å):
1 I -1.34754 1.92447 1.76180  -0.10
2 P 0.51457 0.93244 0.68523  0.41
3 C 0.12509 -0.29924 -1.71735  -0.21
4 C -1.30044 -1.23150 0.06997  -0.21
5 C -1.41161 -2.14023 -2.12340  -0.19
6 C -1.84665 -2.10169 -0.79299  -0.22
7 C -0.36821 -0.28596 -0.35729  -0.39
8 C 2.94560 3.03005 3.16964  -0.51
9 C -0.52253 -1.10053 -2.65865  -0.21
10 H -2.08688 -2.77149 -2.75385  0.22
11 H -2.45432 -2.88972 -0.33410  0.22
12 H 3.38859 3.96167 2.90355  0.18
13 H 3.37144 2.38586 3.99439  0.16
14 H 1.99303 2.59022 2.86495  0.17
15 H -0.21644 -1.16530 -3.76049  0.23
16 H 0.95960 0.32717 -2.01167  0.22
17 H -1.74331 -1.16622 1.06026  0.22

Forces on atoms 1 to 2 (eV/Å):
I -0.46 0.30 0.43
P 0.07 -0.54 -0.43

Output
ΔE to the lowest compared entry with this formula, charge and spin (kcal/mol): 14.3
Total charge: 0

No. 4
ORCA calculation (wB97M-V/def2-TZVPD) on C6H10O in the gas phase.

Each line ends with the natural charge from an NBO analysis.
Geometry (Å):
1 O -2.40784 -1.07042 0.37275  -0.69
2 C 1.99508 0.52751 -0.18871  -0.61
3 C -1.22452 -0.36000 0.25211  0.25
4 C 0.02198 -0.73099 1.05976  -0.42
5 C 0.89367 -0.52076 -0.22162  -0.20
6 C -0.38156 -0.15965 -0.98495  -0.24
7 C -1.08838 1.00728 -0.32243  -0.46
8 H -1.89801 1.39759 -0.93696  0.23
9 H 2.42176 0.67057 -1.18834  0.21
10 H 1.60469 1.49585 0.14351  0.20
11 H -3.12882 -0.46427 0.56910  0.48
12 H 0.27105 -0.11805 1.93668  0.20
13 H -0.54118 1.77556 0.22212  0.21
14 H -0.63514 -0.43682 -2.00501  0.22
15 H -0.01558 -1.78045 1.36347  0.22
16 H 2.80727 0.24518 0.49065  0.21
17 H 1.30551 -1.47814 -0.56217  0.21

Forces on atoms 1 to 2 (eV/Å):
O -0.22 0.09 0.00
C 0.03 0.05 0.02

Output
ΔE to the lowest compared entry with this formula, charge and spin (kcal/mol): 30.7
SMILES: C[C@H]1C[C@@]2(O)C[C@@H]12
Total charge: 0